No. 1
Entry from the Open Molecules 2025 dataset: one molecule with the formula C4H8N2OS (the ωB97M-V functional and the def2-TZVPD basis).

Computed properties:
**Orbital gap**: 9.44 eV
**LUMO energy**: 0.352 eV
**Spin multiplicity**: 1
**ΔE to the lowest compared entry with this formula, charge and spin**: 137.05 kcal per mole
**Highest occupied orbital energy**: -9.0866 eV

Each line ends with the Löwdin charge.
Element x y z (Å)
C -0.573 -1.941 -0.318  -0.154
N -1.731 -1.017 -0.170  0.013
C -1.420 0.267 -0.166  -0.160
N -0.043 0.792 -0.283  -0.114
C 0.041 2.155 -0.115  -0.142
O 0.506 -0.145 0.834  -0.162
C 1.771 -0.443 0.673  -0.841
S 2.902 -0.281 -0.412  0.749
H -0.572 -2.572 0.634  0.105
H 0.360 -1.533 -0.590  -0.001
H -0.616 -2.780 -1.174  0.119
H -2.387 0.851 0.139  0.146
H 1.022 2.388 0.256  0.069
H -0.142 2.575 -1.237  0.144
H -0.923 2.798 0.413  0.142
H 1.805 -1.114 1.517  0.086

No. 2
Entry from the Open Molecules 2025 dataset: one molecule with the formula C6H10N2 (the ωB97M-V functional and the def2-TZVPD basis).

Computed properties:
**Orbital gap**: 9.29 eV
**LUMO energy**: 0.663 eV
**Spin multiplicity**: 1
**ΔE to the lowest compared entry with this formula, charge and spin**: 146.88 kcal per mole
**Highest occupied orbital energy**: -8.6232 eV

Each line ends with the Löwdin charge.
Element x y z (Å)
C -1.789 0.363 -0.093  -0.121
C -0.921 1.420 -0.210  -0.217
N 0.267 1.695 0.429  -0.010
C 1.539 1.214 -0.066  -0.229
N 2.087 0.115 -0.254  0.008
C 1.375 -1.159 -0.381  -0.227
C 0.152 -1.324 0.677  -0.203
C -1.195 -1.099 -0.107  -0.283
H -2.641 0.845 -0.753  0.120
H -1.236 2.529 -0.594  0.148
H 0.380 2.603 0.663  0.058
H 2.309 2.091 0.127  0.140
H 0.997 -1.413 -1.492  0.140
H 2.101 -2.044 -0.100  0.114
H 0.449 -2.093 1.547  0.125
H -0.232 -0.496 1.588  0.166
H -2.150 -1.692 0.311  0.107
H -1.491 -1.557 -1.292  0.165

No. 3
Entry from the Open Molecules 2025 dataset: C46H36IN13O2S2V as an isolated structure (the ωB97M-V functional and the def2-TZVPD basis).

Computed properties:
**Orbital gap (spin up / spin down)**: 6.23 / 7.12 eV
**LUMO energy (spin up / spin down)**: 0.047 / -0.178 eV
**Spin multiplicity**: 4
**ΔE to the lowest compared entry with this formula, charge and spin**: 45.11 kcal per mole
**Highest occupied orbital energy (spin up / spin down)**: -6.1792 / -7.2990 eV
**<S²>**: 3.798

Each line ends with the Löwdin charge.
Element x y z (Å)
V -1.400 0.773 -0.463  0.693
C -2.183 2.990 3.129  -0.017
C -2.011 2.653 1.673  -0.253
N -1.376 1.575 1.278  -0.083
N -0.725 0.847 2.208  0.073
C 0.062 -0.030 1.618  -0.468
O 0.132 -0.120 0.358  -0.153
C 0.912 -0.910 2.445  -0.137
C 2.209 -1.192 2.023  -0.013
C 3.007 -2.045 2.761  -0.075
C 2.494 -2.662 3.890  -0.082
C 1.200 -2.395 4.304  -0.076
C 0.413 -1.504 3.599  -0.023
C -2.516 3.549 0.663  -0.245
C -3.494 4.523 0.923  -0.016
C -3.929 5.327 -0.106  -0.055
C -3.378 5.167 -1.372  -0.044
C -2.415 4.184 -1.543  -0.134
N -1.994 3.400 -0.569  0.093
H -1.565 2.326 3.727  0.066
H -1.896 4.024 3.313  0.086
H -3.225 2.868 3.431  0.081
H 2.578 -0.723 1.122  0.102
H 4.031 -2.224 2.467  0.100
H 3.113 -3.340 4.459  0.103
H 0.802 -2.878 5.184  0.103
H -0.588 -1.270 3.924  0.103
H -3.923 4.613 1.907  0.110
H -4.703 6.061 0.066  0.108
H -3.683 5.789 -2.197  0.104
H -1.966 4.005 -2.513  0.109
S -2.245 0.817 -3.197  0.630
C -3.542 1.309 -2.281  -1.133
N -3.538 1.296 -0.973  -0.079
C -4.729 1.681 -0.431  -0.301
C -5.064 1.710 0.921  -0.030
C -6.322 2.134 1.300  -0.087
C -7.272 2.504 0.356  -0.098
C -6.976 2.448 -0.994  -0.097
C -5.709 2.051 -1.378  -0.473
S -5.078 1.870 -2.992  1.015
H -4.337 1.390 1.652  0.097
H -6.578 2.170 2.349  0.101
H -8.255 2.816 0.676  0.099
H -7.719 2.688 -1.736  0.104
C 3.590 3.388 -1.096  -0.080
N 2.297 2.816 -1.351  -0.127
C 1.355 2.386 -0.495  -0.096
N 0.290 1.996 -1.168  0.013
C 0.633 2.206 -2.457  -0.212
N 1.834 2.704 -2.599  0.128
C 4.752 2.446 -1.328  -0.188
C 5.921 2.941 -1.893  -0.031
C 7.043 2.139 -2.011  -0.059
C 7.011 0.827 -1.579  -0.013
C 5.826 0.307 -1.065  -0.134
C 4.700 1.119 -0.935  0.044
C 5.766 -1.077 -0.638  -0.284
N 6.728 -1.809 -0.157  0.109
N 6.201 -3.000 0.164  0.111
C 4.941 -2.959 -0.149  -0.300
O 4.598 -1.754 -0.665  0.138
C 3.920 -3.972 0.010  -0.148
C 3.987 -4.929 1.019  -0.022
C 2.916 -5.782 1.212  -0.060
C 1.798 -5.710 0.394  -0.028
C 1.755 -4.801 -0.658  -0.187
C 0.565 -4.748 -1.592  -0.078
N 0.365 -3.423 -2.105  -0.145
C 0.140 -2.313 -1.383  -0.168
N 0.117 -1.261 -2.167  0.084
C 0.341 -1.782 -3.392  -0.208
N 0.502 -3.086 -3.393  0.111
C 2.814 -3.927 -0.834  0.039
H 3.615 3.730 -0.055  0.141
H 3.699 4.252 -1.757  0.130
H 1.476 2.391 0.573  0.145
H -0.011 1.995 -3.288  0.044
H 5.949 3.962 -2.243  0.113
H 7.944 2.542 -2.446  0.107
H 7.878 0.188 -1.644  0.117
H 3.790 0.713 -0.518  0.114
H 4.862 -4.980 1.649  0.119
H 2.942 -6.501 2.019  0.108
H 0.960 -6.371 0.570  0.114
H -0.335 -5.079 -1.060  0.129
H 0.727 -5.407 -2.449  0.138
H 0.041 -2.320 -0.316  0.134
H 0.380 -1.193 -4.283  0.106
H 2.802 -3.204 -1.636  0.130
I -4.169 -2.671 3.495  0.856
C -3.536 -2.285 1.520  -0.679
C -3.823 -3.193 0.512  -0.121
C -3.414 -2.838 -0.772  -0.032
C -2.754 -1.647 -0.978  -0.138
N -2.449 -0.788 0.012  -0.048
C -2.857 -1.119 1.247  -0.182
H -4.350 -4.112 0.710  0.097
H -3.613 -3.495 -1.604  0.114
H -2.447 -1.350 -1.974  0.048
H -2.635 -0.425 2.045  0.086

No. 4
Entry from the Open Molecules 2025 dataset: a 8-piece molecular cluster, C10H27N7O17 overall (the ωB97M-V functional and the def2-TZVPD basis).

Computed properties:
**Orbital gap**: 10.85 eV
**LUMO energy**: -0.208 eV
**Spin multiplicity**: 1
**ΔE to the lowest compared entry with this formula, charge and spin**: 38.70 kcal per mole
**Highest occupied orbital energy**: -11.0588 eV

Each line ends with the Löwdin charge.
Element x y z (Å)
C 3.433 -5.691 -0.915  0.043
N 4.911 -5.535 -1.086  -0.481
O 5.645 -6.185 -0.403  0.076
O 5.266 -4.793 -1.959  0.071
H 2.836 -4.906 -1.381  0.093
H 3.126 -5.669 0.131  0.095
H 3.300 -6.659 -1.398  0.103
C 4.392 7.032 -1.554  0.024
N 3.658 5.788 -1.881  -0.417
O 2.684 5.479 -1.188  0.051
O 4.168 5.102 -2.788  0.048
H 3.723 7.891 -1.588  0.096
H 5.142 7.224 -2.322  0.095
H 4.851 7.016 -0.565  0.102
C 1.638 -3.535 4.948  0.030
N 0.630 -3.724 6.021  -0.445
O 0.750 -4.769 6.629  0.071
O -0.137 -2.778 6.203  0.051
H 1.162 -3.561 3.968  0.098
H 2.437 -4.276 4.990  0.097
H 1.988 -2.518 5.119  0.098
C -3.782 -5.933 3.096  0.055
N -2.506 -5.938 2.302  -0.465
O -2.404 -5.062 1.459  0.040
O -1.690 -6.805 2.489  0.069
H -3.802 -4.945 3.557  0.105
H -3.802 -6.842 3.697  0.096
H -4.529 -6.106 2.321  0.099
C 2.697 2.570 -9.353  0.029
N 4.038 2.641 -8.727  -0.412
O 4.440 1.679 -8.064  0.053
O 4.775 3.620 -8.998  0.034
H 2.281 1.579 -9.170  0.095
H 2.672 2.847 -10.407  0.101
H 2.052 3.240 -8.784  0.099
C -7.571 0.828 3.285  0.037
N -7.514 -0.353 4.172  -0.444
O -8.534 -0.659 4.775  0.060
O -6.397 -0.836 4.378  0.043
H -8.638 0.915 3.077  0.097
H -6.952 0.665 2.403  0.099
H -7.190 1.661 3.875  0.107
C -2.517 5.411 0.221  0.063
N -3.364 6.081 1.288  -0.474
O -3.894 7.138 1.038  0.063
O -3.513 5.438 2.293  0.055
H -2.406 6.233 -0.486  0.093
H -3.085 4.564 -0.162  0.101
H -1.647 5.176 0.835  0.099
C 1.808 0.254 -2.518  -0.057
O 0.692 0.497 -1.668  -0.025
C 0.650 -0.120 -0.425  -0.548
O 1.559 -0.628 0.171  0.129
O -0.520 0.253 0.127  -0.010
C -0.791 -0.061 1.495  -0.039
H 2.147 -0.781 -2.497  0.089
H 2.678 0.806 -2.163  0.095
H 1.594 0.511 -3.556  0.093
H -1.447 0.677 1.957  0.092
H 0.116 -0.131 2.095  0.090
H -1.306 -1.017 1.588  0.091

No. 5
Entry from the Open Molecules 2025 dataset: a 6-piece molecular cluster, C34H73F3N6O4S overall (the ωB97M-V functional and the def2-TZVPD basis).

Computed properties:
**Orbital gap (spin up / spin down)**: 7.46 / 3.23 eV
**LUMO energy (spin up / spin down)**: -13.326 / -17.493 eV
**Spin multiplicity**: 2
**Highest occupied orbital energy (spin up / spin down)**: -20.7861 / -20.7237 eV
**<S²>**: 0.763
**Total charge**: +5

Each line ends with the Löwdin charge.
Element x y z (Å)
C 12.926 11.916 -9.143  -0.592
F 13.387 12.843 -8.274  0.112
F 11.796 11.398 -8.608  0.085
F 12.713 12.380 -10.360  0.148
S 14.345 10.488 -9.217  0.539
O 13.648 9.177 -9.613  -0.399
O 15.260 10.919 -10.303  -0.348
O 15.018 10.322 -7.958  -0.315
C 11.125 6.985 -10.223  -0.018
C 10.627 8.426 -10.134  -0.162
N 10.588 9.075 -11.466  0.034
C 11.511 9.966 -12.152  0.232
C 10.940 10.215 -13.434  0.183
N 9.628 9.724 -13.439  -0.016
C 9.453 9.067 -12.183  0.161
C 8.654 9.840 -14.488  0.049
H 12.178 6.982 -9.941  0.060
H 10.910 6.683 -11.247  0.092
H 10.658 6.334 -9.483  0.104
H 11.243 8.965 -9.414  0.096
H 9.655 8.490 -9.644  0.140
H 12.445 10.155 -11.644  0.131
H 11.304 10.746 -14.302  0.178
H 8.525 8.621 -11.856  0.200
H 7.912 9.041 -14.498  0.134
H 9.178 9.712 -15.435  0.132
H 8.168 10.815 -14.444  0.138
C 7.407 14.491 -4.801  0.050
C 8.409 14.805 -5.873  -0.347
O 8.245 15.547 -6.820  0.185
N 9.688 13.961 -5.799  0.090
H 10.417 14.513 -5.372  0.177
H 9.534 13.139 -5.232  0.164
C 10.379 13.630 -7.148  0.039
H 6.792 15.355 -4.549  0.126
H 8.042 14.226 -3.955  0.094
H 6.853 13.590 -5.063  0.118
H 9.702 12.898 -7.590  0.101
H 11.319 13.139 -6.896  0.079
H 10.368 14.574 -7.692  0.113
C 13.925 5.137 -6.648  -0.050
C 13.982 6.700 -6.526  -0.217
C 13.623 7.065 -5.120  -0.147
N 13.421 8.539 -4.761  -0.223
C 12.486 9.236 -5.792  0.046
C 12.867 8.763 -3.378  -0.125
C 13.600 9.894 -2.718  -0.107
C 14.780 10.291 -3.678  -0.120
C 14.804 9.258 -4.782  -0.085
H 12.890 4.832 -6.803  0.079
H 14.362 4.644 -5.780  0.092
H 14.353 4.770 -7.581  0.071
H 13.371 7.225 -7.261  0.085
H 14.970 7.119 -6.714  0.112
H 14.185 6.564 -4.331  0.151
H 12.614 6.711 -4.910  0.136
H 11.663 8.527 -5.704  0.104
H 12.799 9.295 -6.834  0.065
H 12.197 10.172 -5.313  0.105
H 11.782 8.687 -3.306  0.146
H 13.135 7.944 -2.710  0.143
H 12.858 10.668 -2.522  0.116
H 14.036 9.602 -1.762  0.131
H 14.822 11.305 -4.077  0.089
H 15.822 10.306 -3.360  0.129
H 15.009 9.611 -5.793  0.095
H 15.545 8.483 -4.585  0.139
C 18.550 10.788 -13.521  -0.099
C 18.561 9.303 -13.327  -0.216
C 17.581 8.779 -12.204  -0.103
N 17.345 7.247 -12.221  -0.207
C 18.723 6.510 -12.280  0.052
C 16.361 6.844 -13.406  -0.030
C 15.106 6.170 -12.791  -0.178
C 14.999 6.683 -11.412  -0.182
C 16.495 6.772 -10.983  -0.055
H 17.736 11.094 -14.177  0.083
H 19.298 11.250 -14.164  0.093
H 18.705 11.382 -12.620  0.065
H 19.510 8.904 -12.970  0.107
H 18.452 8.782 -14.279  0.120
H 16.589 9.207 -12.351  0.109
H 17.930 9.004 -11.196  0.131
H 18.461 5.452 -12.296  0.107
H 19.244 6.775 -11.360  0.121
H 19.186 6.617 -13.261  0.110
H 16.913 6.254 -14.137  0.138
H 16.070 7.809 -13.820  0.119
H 15.188 5.085 -12.855  0.129
H 14.148 6.243 -13.305  0.119
H 14.378 6.044 -10.783  0.119
H 14.468 7.634 -11.438  0.082
H 16.847 5.762 -10.771  0.131
H 16.625 7.313 -10.045  0.129
C 16.405 12.638 -6.202  -0.118
C 16.553 13.714 -7.191  -0.230
C 17.475 13.307 -8.466  -0.028
N 17.436 14.442 -9.579  -0.203
C 17.912 15.822 -8.957  0.063
C 16.063 14.488 -10.291  -0.093
C 16.273 14.157 -11.778  -0.132
C 17.737 14.639 -12.044  -0.119
C 18.401 14.131 -10.763  -0.104
H 17.299 12.065 -5.959  0.107
H 15.573 12.054 -6.598  0.036
H 15.968 12.966 -5.259  0.081
H 16.999 14.547 -6.648  0.104
H 15.646 14.189 -7.562  0.096
H 17.215 12.318 -8.843  0.114
H 18.515 13.391 -8.149  0.130
H 17.890 16.693 -9.613  0.114
H 18.938 15.634 -8.642  0.109
H 17.287 16.045 -8.092  0.089
H 15.585 15.435 -10.038  0.136
H 15.394 13.735 -9.875  0.086
H 15.695 14.754 -12.485  0.121
H 16.061 13.114 -12.013  0.100
H 17.797 15.726 -11.983  0.121
H 18.264 14.288 -12.931  0.129
H 19.403 14.471 -10.502  0.141
H 18.339 13.045 -10.846  0.110

No. 6
Entry from the Open Molecules 2025 dataset: C3H5F7O3SSi2 as an isolated structure (the ωB97M-V functional and the def2-TZVPD basis).

Computed properties:
**Orbital gap**: 10.85 eV
**LUMO energy**: -0.044 eV
**Spin multiplicity**: 1
**Highest occupied orbital energy**: -10.8962 eV

Each line ends with the Löwdin charge.
Element x y z (Å)
O 1.735 -2.161 0.999  -0.314
S 0.935 -1.626 -0.063  0.569
O 0.638 -2.673 -0.994  -0.315
Si 2.149 -0.037 -0.987  0.516
O 2.976 0.890 0.102  -0.482
Si 2.159 2.241 0.714  0.560
C -0.721 -1.069 0.618  -0.555
F -1.299 -2.157 1.040  0.174
F -0.550 -0.274 1.667  0.123
C -1.610 -0.298 -0.379  -0.415
F -1.500 -0.864 -1.570  0.161
F -1.201 0.950 -0.520  0.141
C -3.136 -0.254 0.011  -0.612
F -3.804 -1.076 -0.738  0.221
F -3.609 0.946 -0.265  0.189
F -3.349 -0.463 1.276  0.220
H 1.259 0.721 -1.880  -0.009
H 3.144 -0.759 -1.788  -0.001
H 2.220 3.394 -0.207  -0.056
H 2.827 2.592 1.980  -0.056
H 0.738 1.977 0.981  -0.059

Question: Which formula does entry 2 have?
Answer: C6H10N2